Density functional theory data (ωB97M-V/def2-TZVPD) for C14H25N2O7S3 as an isolated structure in a non-equilibrium geometry.

## Properties
Orbital gap, eV: 7.75
Largest force on an atom, eV/Å: 1.28
HOMO energy, eV: -5.7
Net charge: -1

Geometry (Å):
1 C 4.98429 1.15201 0.31719
2 C 4.22206 2.32460 -0.28946
3 C 3.66708 3.31733 0.73715
4 C 2.15461 3.25328 0.99615
5 N 1.78342 2.60095 2.25058
6 S 1.77740 0.92270 2.23004
7 O 1.87460 0.53096 0.83964
8 O 2.85543 0.51815 3.08666
9 N 0.35097 0.60914 2.88418
10 S -0.45665 -0.63529 2.30907
11 O -1.63330 -0.79413 3.13886
12 O 0.30319 -1.84935 2.13551
13 C -1.14251 -0.17758 0.69896
14 C -1.94382 1.08819 0.82875
15 C -1.29991 2.32331 0.75827
16 C -2.02289 3.49941 0.90891
17 C -3.38952 3.42754 1.13488
18 C -4.03717 2.20060 1.19440
19 C -3.31462 1.02186 1.04261
20 H 5.95627 1.46543 0.69069
21 H 5.13017 0.37316 -0.42554
22 H 4.45350 0.69762 1.14562
23 H 3.43544 1.94311 -0.93219
24 H 4.92768 2.85842 -0.92509
25 H 4.19653 3.26736 1.68347
26 H 3.84878 4.31554 0.34062
27 H 1.82811 4.28543 1.10631
28 H 1.63098 2.85708 0.12755
29 H 0.91502 2.94937 2.62918
30 H -0.35447 -0.07244 -0.03694
31 H -1.78836 -0.99086 0.39504
32 H -0.23700 2.31725 0.59486
33 H -1.50054 4.44134 0.87098
34 H -3.94500 4.34263 1.27390
35 H -5.09852 2.14488 1.37619
36 H -3.79724 0.06279 1.09972
37 O -0.74690 -2.71707 -3.71939
38 S -1.92964 -3.20110 -3.07761
39 O -2.37659 -2.62922 -1.85022
40 O -1.80488 -4.77382 -2.89707
41 C -0.62038 -5.26647 -2.22518
42 C -0.66869 -5.05766 -0.72417
43 C -3.26224 -3.20656 -4.22826
44 H 0.26461 -4.80357 -2.66384
45 H -0.58613 -6.32892 -2.46004
46 H -0.63049 -4.00149 -0.46222
47 H 0.18112 -5.55101 -0.25308
48 H -1.59090 -5.46572 -0.31040
49 H -2.93000 -3.67328 -5.15115
50 H -3.53536 -2.16840 -4.40182
51 H -4.09758 -3.74747 -3.79231